Record 1
The following is a DFT calculation (the ωB97M-V functional and the def2-TZVPD basis) of 2 unconnected molecules or ions with the total composition C4H8BrN2.

CARTESIAN COORDINATES (ANGSTROEM)
Br 3.130 -3.449 4.322
C 1.480 -4.074 5.044
H 1.568 -5.131 5.344
H 0.676 -3.988 4.293
H 1.199 -3.479 5.929
C 1.414 4.276 -0.804
C 1.597 3.558 0.348
C 1.713 2.144 -1.365
N 1.491 3.374 -1.837
N 1.778 2.252 -0.034
H 1.237 5.339 -0.964
H 1.613 3.872 1.392
H 1.819 1.231 -1.950
H 1.393 3.601 -2.843
H 1.943 1.454 0.606

M	164.03	Da
strongest force on any atom	0.029	Eh/bohr
energy	-77293.9459	eV
Kohn-Sham gap	8.51	eV
charge	+1
relative energy (zero: lowest compared OMol25 entry of this formula, charge and spin)	52.44	kJ/mol
HOMO level	-11.98	eV


Record 2
The following is a DFT calculation (the ωB97M-V functional and the def2-TZVPD basis) of 2 unconnected molecules or ions with the total composition C4H8BrNO.

CARTESIAN COORDINATES (ANGSTROEM)
H -2.883 -0.366 1.454
N -2.187 -1.079 1.413
C -1.469 -1.106 0.371
C -0.306 -2.017 0.288
C -1.544 -0.180 -0.783
O -1.564 -0.477 -1.933
Br -1.757 1.750 -0.294
H -0.276 -2.697 1.227
H -0.366 -2.387 -0.796
H 0.686 -1.622 0.336
C 0.259 0.868 2.921
H 0.452 0.822 1.797
H -0.357 -0.015 3.224
H 1.273 0.637 3.430
H -0.154 1.793 3.287

M	166.02	Da
strongest force on any atom	0.058	Eh/bohr
energy	-77856.6013	eV
Kohn-Sham gap	9.93	eV
charge	0
relative energy (zero: lowest compared OMol25 entry of this formula, charge and spin)	135.63	kJ/mol
HOMO level	-10.33	eV
SMILES	[H]/N=C(/C)C(=O)Br.C


Record 3
The following is a DFT calculation (the ωB97M-V functional and the def2-TZVPD basis) of 2 unconnected molecules or ions with the total composition C4H8BrO3.

CARTESIAN COORDINATES (ANGSTROEM)
Br -2.290 12.934 -22.136
C -4.825 15.951 -22.112
C -4.252 17.318 -22.385
O -4.988 18.241 -21.543
C -4.822 19.522 -21.760
O -4.152 19.997 -22.648
O -5.528 20.219 -20.889
C -5.601 21.616 -21.033
H -5.873 15.840 -22.379
H -4.725 15.657 -21.063
H -4.207 15.164 -22.555
H -4.384 17.604 -23.428
H -3.192 17.433 -22.164
H -5.521 21.901 -22.083
H -4.802 22.086 -20.453
H -6.543 21.999 -20.645

M	184.01	Da
strongest force on any atom	0.029	Eh/bohr
energy	-80465.2423	eV
Kohn-Sham gap	6.27	eV
charge	-1
relative energy (zero: lowest compared OMol25 entry of this formula, charge and spin)	9.67	kJ/mol
HOMO level	-3.63	eV


Record 4
The following is a DFT calculation (the ωB97M-V functional and the def2-TZVPD basis) of 2 unconnected molecules or ions with the total composition C4H8Cl.

CARTESIAN COORDINATES (ANGSTROEM)
Cl 4.458 -2.817 1.297
H 3.467 -2.183 1.797
C 0.096 -0.043 -1.211
C 0.396 1.311 -0.468
C -0.598 0.308 0.164
C -2.167 0.102 -0.127
H 0.997 -0.792 -1.255
H 1.259 1.613 0.264
H 0.123 2.178 -1.147
H -0.474 0.200 1.294
H -2.327 0.042 -1.262
H -2.513 -0.886 0.333
H -2.717 0.967 0.320

<S²>	0.75
M	91.56	Da
strongest force on any atom	0.137	Eh/bohr
energy	-16795.0708	eV
Kohn-Sham gap (spin up / spin down)	10.48 / 8.66	eV
charge	0
relative energy (zero: lowest compared OMol25 entry of this formula, charge and spin)	321.65	kJ/mol
multiplicity	2
HOMO level (spin up / spin down)	-9.81 / -9.61	eV